C39H65N8PSr | the ωB97M-V functional and the def2-TZVPD basis

XYZ file:
```
114
Properties=species:S:1:pos:R:3:forces:R:3:mulliken_charge:R:1
Sr 6.78527 11.31354 13.82538 -0.5 0.1 0.8 1.75
C 4.53001 10.65032 11.02589 0.0 -0.1 0.8 -0.91
C 3.86490 11.88863 11.62320 -0.1 -0.1 0.3 -1.05
N 4.83767 12.73406 12.33686 0.6 -0.1 -1.3 0.47
C 5.49398 13.79097 11.50601 -1.5 -0.1 0.6 -1.15
C 6.84176 13.42099 10.90221 -0.6 -0.2 -0.2 0.73
C 7.44384 14.21211 9.92174 0.1 0.0 0.0 -0.96
C 8.67357 13.77430 9.40547 -0.1 -0.1 0.0 -0.69
C 9.17831 12.52567 9.81270 -0.3 1.2 0.0 -1.25
C 8.50690 11.83461 10.79640 -0.5 0.0 -0.1 0.12
C 9.01774 10.51923 11.29572 0.5 -0.6 0.0 -1.07
N 7.99750 9.74131 11.97892 0.6 0.1 0.0 0.42
C 7.15161 8.96285 11.07983 0.6 0.0 -0.9 -1.29
C 5.80649 8.67357 11.65114 -0.5 -0.8 0.2 0.52
N 5.09695 9.84133 12.12591 -0.7 0.4 -0.1 0.60
N 7.36416 12.27788 11.32886 0.4 0.1 0.1 1.49
H 5.34458 10.96028 10.37745 0.0 0.0 -0.2 0.42
H 3.80092 10.06621 10.44540 0.1 0.1 -0.1 0.40
H 3.12228 11.52496 12.37679 0.3 0.4 -0.6 0.36
H 3.34772 12.44675 10.80803 0.1 -0.2 0.5 0.42
H 4.44962 13.10923 13.17932 -0.1 0.5 0.2 0.20
H 5.60674 14.66119 12.16290 0.2 -0.2 -0.2 -0.45
H 4.74816 14.10668 10.72884 0.8 -0.2 0.2 0.43
H 6.90342 15.12323 9.60453 0.7 -0.5 0.1 0.48
H 9.24575 14.37543 8.68488 -0.5 -0.3 0.3 0.39
H 10.09154 12.11149 9.42634 0.2 0.1 -0.2 0.56
H 9.86207 10.67696 11.98526 -0.3 0.0 0.0 0.39
H 9.47874 9.95146 10.47067 -0.1 0.2 -0.1 0.44
H 8.51417 9.11298 12.58624 -0.3 -0.1 0.1 -0.02
H 7.65348 8.00761 10.81235 -0.3 0.3 0.0 0.40
H 7.01889 9.50608 10.13245 0.2 0.1 0.2 0.46
H 5.91819 8.01497 12.50119 0.0 -0.1 0.0 -1.10
H 5.20851 8.11604 10.91542 0.1 0.0 -0.1 0.57
H 4.32743 9.49064 12.71371 0.4 0.3 -0.3 0.17
C 10.02360 12.12119 14.39025 0.1 -0.4 -0.8 -1.09
N 9.22439 10.98384 14.82137 0.0 -0.2 0.3 2.65
C 9.10169 11.09033 16.28557 -0.1 1.0 -0.2 -1.30
C 9.66617 9.64731 14.53383 1.0 0.0 0.4 0.79
C 11.01079 9.40184 14.28584 0.2 -1.2 -0.3 -0.28
C 11.51824 8.08692 14.21185 -0.6 0.3 0.1 -1.43
C 10.66350 7.05398 14.55940 0.3 -0.9 -0.1 -0.59
C 9.33362 7.28520 14.83940 -1.2 -0.2 0.3 -1.51
C 8.73569 8.57221 14.75345 0.4 -0.6 -0.3 -1.03
N 7.42498 8.88494 14.86564 0.1 0.8 0.3 1.47
C 6.34632 8.06475 14.77739 0.2 -0.5 -0.3 -0.05
C 6.26648 6.78028 14.20460 -0.6 -0.4 0.5 -1.66
C 5.05242 6.10013 14.03264 0.6 0.1 -0.4 -0.82
C 3.85129 6.68082 14.38279 0.1 0.2 0.3 -1.28
C 3.90273 7.95747 14.95061 0.4 -0.7 0.0 0.25
C 5.09310 8.61718 15.13692 -0.5 0.9 0.4 0.03
N 5.09296 9.92599 15.75146 0.0 -0.2 -0.8 1.70
C 3.88165 10.75897 15.63872 0.7 -0.2 1.0 -1.24
C 5.51729 9.80148 17.13433 -0.1 -0.5 -0.3 -1.30
H 11.05163 12.13177 14.78767 -0.1 -0.1 -0.1 0.44
H 10.04459 12.19015 13.28610 0.2 0.0 0.5 0.15
H 9.49508 12.97960 14.76739 -0.1 0.5 0.0 -0.06
H 10.08903 11.25957 16.74497 -0.1 -0.2 -0.1 0.40
H 8.47902 11.96321 16.50539 -0.1 -0.3 0.0 -0.35
H 8.65254 10.19816 16.65869 -0.3 -0.5 0.4 0.40
H 11.72431 10.19772 14.14373 -0.1 0.3 0.0 0.36
H 12.52227 7.86558 13.89544 0.3 0.2 0.1 0.42
H 10.98440 5.99170 14.59459 0.1 0.9 -0.1 0.33
H 8.70524 6.43816 15.17028 0.4 0.6 -0.3 0.54
H 7.14343 6.28189 13.85321 0.5 -0.1 -0.1 0.47
H 5.10951 5.13430 13.53333 -0.2 0.1 0.2 0.37
H 2.90932 6.16108 14.32317 -0.1 -0.1 -0.2 0.44
H 3.02280 8.40424 15.35237 -0.7 0.3 0.0 0.52
H 3.16793 10.59024 16.47371 0.1 -0.1 -0.5 0.39
H 4.26354 11.77087 15.74179 -0.2 0.4 0.0 0.06
H 3.38801 10.66632 14.68118 -0.1 -0.2 -0.2 0.32
H 4.79084 9.22730 17.69463 -0.5 -0.3 0.4 0.35
H 6.45500 9.27567 17.20713 0.4 -0.1 -0.2 0.26
H 5.62127 10.74841 17.59558 0.1 1.1 0.4 0.19
C 6.59241 16.62373 13.97224 -0.1 0.9 0.5 -1.20
C 7.45378 16.13719 15.15177 0.7 0.0 -0.6 2.50
C 7.91007 17.37924 15.91765 -0.3 -0.1 0.9 -2.19
C 8.69005 15.56519 14.40661 -0.3 -0.3 -0.3 -1.60
P 6.58171 14.70931 16.06606 -0.8 0.4 -0.4 -1.62
N 6.60855 13.42273 15.21823 0.1 -0.3 0.1 0.01
C 4.78397 15.34579 16.35999 0.0 -0.4 0.1 2.28
C 4.13375 14.36037 17.37247 0.3 0.5 -0.2 -1.84
C 4.61234 16.79857 16.84019 0.4 0.0 0.1 -1.71
C 4.02404 15.14689 15.01527 -0.4 0.7 1.0 -1.43
C 7.34471 14.64098 17.80806 -0.1 0.5 -0.1 2.81
C 7.11005 15.83013 18.77935 0.9 0.0 -0.3 -2.24
C 8.84521 14.51913 17.57137 0.7 -0.1 -0.5 -2.25
C 6.90289 13.36258 18.53330 0.6 -0.1 0.7 -1.36
H 7.23331 17.21748 13.29534 -0.2 -0.3 0.2 0.64
H 5.78158 17.29243 14.30395 0.3 -0.3 -0.2 0.31
H 6.17574 15.78610 13.43937 0.0 -0.2 -0.2 -0.58
H 8.34214 18.09149 15.22802 0.2 0.2 -0.3 0.55
H 8.65238 17.17819 16.70091 -0.1 0.0 -0.3 0.36
H 7.07480 17.88131 16.41456 0.1 0.0 -0.1 0.29
H 9.15707 16.39941 13.87873 0.1 0.0 0.0 0.68
H 8.37267 14.82431 13.64663 0.1 0.3 0.4 -0.07
H 9.43730 15.09727 15.03670 0.1 0.0 0.1 0.29
H 4.35781 14.58567 18.40986 0.3 0.1 0.1 0.26
H 4.47660 13.35077 17.15695 -0.2 -0.1 0.0 0.04
H 3.05045 14.42619 17.32688 -0.3 -0.1 -0.3 0.62
H 5.14030 17.04314 17.77972 -0.3 -0.3 -0.5 0.20
H 3.56139 17.04060 16.99991 -0.2 -0.1 0.0 0.52
H 4.98675 17.47617 16.07400 -0.1 0.1 0.1 0.29
H 4.19822 14.14463 14.65350 0.1 -0.2 -0.1 -0.10
H 4.31614 15.89189 14.27142 -0.3 -0.3 0.1 0.28
H 2.94603 15.25531 15.24207 0.3 0.0 -0.3 0.58
H 7.31695 16.81389 18.32742 -0.2 -0.5 0.2 0.25
H 7.83906 15.71127 19.60420 -0.3 0.0 -0.2 0.54
H 6.12121 15.83326 19.21067 -0.3 0.0 0.1 0.33
H 9.33915 15.36307 17.05369 -0.5 -0.3 0.4 0.21
H 9.05711 13.62976 16.96717 0.0 0.3 0.2 0.40
H 9.33292 14.39217 18.53774 0.2 0.0 0.1 0.73
H 6.00720 13.54242 19.12950 0.0 -0.2 -0.1 0.42
H 7.71160 13.08656 19.25151 -0.5 0.1 -0.4 0.51
H 6.74421 12.51263 17.87011 0.0 0.1 -0.1 -0.35
```
Forces are in eV/Å.

Energy in eV: -63544.9234
Charge: 0

---

C39H65NO19 | the ωB97M-V functional and the def2-TZVPD basis

XYZ file:
```
124
Properties=species:S:1:pos:R:3:forces:R:3:mulliken_charge:R:1
C -2.85399 0.87710 5.84734 1.0 -0.2 1.9 -0.75
C -3.27307 0.60338 4.55985 0.1 -2.2 -1.7 -0.47
C -2.73592 -0.64099 4.18835 0.1 0.6 2.0 -0.50
N -2.02104 -1.14431 5.33057 -1.3 1.1 -3.2 0.02
C -2.07012 -0.18458 6.29844 -0.1 0.0 -0.1 -0.50
H -3.05885 1.74822 6.45197 0.0 0.0 -0.2 0.41
H -3.98815 1.11053 3.92909 0.3 0.4 0.1 0.48
H -2.78001 -1.13365 3.22827 0.1 -0.4 0.3 0.58
H -1.74727 -2.11640 5.34381 0.4 0.4 0.4 0.25
H -1.42459 -0.31167 7.15491 -0.5 0.2 0.3 0.47
O -1.38039 -2.64929 1.74708 1.7 1.7 -1.0 -0.61
C -0.59747 -1.95051 1.09346 -0.6 -2.4 -0.8 0.34
C -0.10707 -2.14994 -0.35173 -1.7 0.1 -0.9 -0.64
C 0.24915 -0.74440 -0.77137 1.0 -0.1 -0.7 0.82
C 0.75397 -0.15844 0.53494 0.0 0.5 -0.8 0.77
O -0.03996 -0.84384 1.50939 -0.3 1.0 2.1 -0.09
H 0.72551 -2.81568 -0.57912 0.0 -0.2 0.8 0.41
H -0.91294 -2.46612 -1.01407 -0.2 -0.5 0.3 0.20
H 0.93610 -0.84638 -1.61149 0.5 0.5 0.3 -0.04
H -0.55268 -0.14100 -1.19690 -0.4 -0.2 0.4 -0.38
H 1.80389 -0.32472 0.77603 0.0 -0.1 -0.2 -0.18
H 0.51390 0.90394 0.57745 0.1 -0.1 0.4 -0.72
O -5.53502 -7.11214 0.86752 0.1 2.1 0.1 -0.62
C -4.94761 -6.11837 1.26633 0.8 -2.8 0.7 0.51
C -3.86274 -6.22388 2.35263 0.2 0.9 -0.2 -0.45
C -3.10238 -4.90810 2.24071 0.1 0.7 -0.5 0.33
C -4.10356 -4.00558 1.51119 0.1 -0.1 0.5 -0.08
O -4.96341 -4.90263 0.76194 -0.5 1.1 -0.9 -0.35
H -4.28271 -6.26813 3.35750 -0.1 -0.7 -0.2 0.30
H -3.26235 -7.07473 2.03062 -0.1 -0.1 0.7 0.23
H -2.81892 -4.37085 3.14576 0.0 -0.5 0.3 0.26
H -2.18547 -4.96480 1.65406 -0.1 -0.2 0.0 -0.39
H -4.73074 -3.45781 2.21452 -0.2 0.0 0.1 0.14
H -3.58978 -3.26303 0.90065 -0.3 -0.4 -0.5 0.11
O -4.12409 3.40127 0.12504 -0.5 1.5 -0.7 -0.69
C -4.36890 2.39321 -0.44967 0.5 -2.2 0.9 0.50
C -3.92913 1.02017 0.01126 0.0 0.4 0.6 0.89
C -5.01429 0.13359 -0.57127 0.6 -0.8 0.8 -0.46
C -5.34567 0.88375 -1.82749 0.1 -1.1 -0.7 0.44
O -5.10351 2.23089 -1.53867 -0.8 2.4 -0.7 -0.41
H -2.90612 0.89155 -0.34228 0.0 -0.4 -0.1 -0.68
H -3.93975 1.04271 1.10098 0.3 -0.2 -0.1 -0.02
H -4.69319 -0.88927 -0.76817 0.0 0.0 -0.1 0.32
H -5.77349 0.09352 0.20982 -0.5 0.0 -0.5 0.27
H -4.61498 0.58011 -2.57716 -0.2 0.0 -0.2 -0.64
H -6.34328 0.76189 -2.24941 0.0 0.1 0.3 0.40
O 4.42431 -1.49424 0.19182 1.2 0.1 0.5 -0.56
C 5.55149 -1.03962 0.22936 -2.1 0.5 -0.3 0.57
C 6.25596 -0.34058 1.42317 -0.8 -0.6 -1.0 0.10
C 7.40313 0.39151 0.71033 0.4 -0.2 0.6 -0.53
C 7.54879 -0.34314 -0.61844 -0.3 -0.7 -1.0 -0.47
O 6.27663 -0.96256 -0.91252 -0.4 0.2 1.4 -0.38
H 5.55379 0.23143 2.02968 -0.1 0.6 -0.7 -0.11
H 6.44558 -1.13348 2.14667 1.1 -0.2 -0.2 0.38
H 7.19149 1.43432 0.47398 -0.4 0.0 0.3 0.14
H 8.30218 0.38482 1.32659 0.1 0.0 -0.3 0.36
H 7.68492 0.29572 -1.49104 0.6 0.2 0.3 0.32
H 8.21391 -1.20476 -0.67605 0.7 0.5 0.4 0.26
O 0.64827 2.25764 -2.07348 -1.8 1.7 -2.0 -0.53
C -0.01603 2.94721 -2.83552 -0.7 0.4 0.6 0.18
C 0.13642 3.31629 -4.35234 -0.2 -0.5 0.8 0.30
C -0.81102 4.49592 -4.54905 1.4 1.2 0.0 -0.76
C -1.82463 4.37854 -3.44625 -1.4 -1.2 -0.8 -0.44
O -1.22038 3.61701 -2.41396 2.2 -1.1 0.5 -0.19
H 1.17471 3.48313 -4.63910 -0.1 0.1 0.2 0.46
H -0.21026 2.47785 -4.95643 0.0 -0.4 0.2 -0.39
H -0.25583 5.41647 -4.36888 0.2 0.1 0.0 0.28
H -1.16663 4.61391 -5.57264 -0.4 -0.4 0.2 0.41
H -2.32245 5.28195 -3.09393 0.8 0.2 0.4 0.43
H -2.67299 3.78857 -3.79312 -0.2 -0.3 -0.2 0.21
O 1.89206 2.12929 3.64289 1.1 -4.0 0.9 -0.67
C 2.27759 0.95747 3.87053 -0.6 3.0 -0.2 0.33
C 1.74848 -0.11025 4.83596 -0.1 0.1 -1.5 0.21
C 2.88250 -1.21154 4.81709 -1.1 1.2 2.0 -0.91
C 3.44530 -1.01944 3.46335 0.2 0.5 -0.5 0.15
O 3.32616 0.43751 3.19203 0.2 -1.3 -0.4 -0.30
H 1.26609 0.35761 5.69417 0.7 -0.3 0.4 0.45
H 0.89557 -0.44907 4.24787 -0.3 -0.5 0.0 -0.28
H 3.60317 -0.97699 5.60049 0.2 0.1 0.0 0.31
H 2.57906 -2.23895 5.01822 -0.4 0.1 -0.2 0.41
H 4.48378 -1.34170 3.38712 0.0 0.4 -0.1 0.24
H 2.87702 -1.62671 2.75881 -0.1 0.5 -0.5 0.07
O 5.29556 5.88328 0.01449 -2.1 -1.0 -0.4 -0.64
C 4.25384 5.22500 0.07005 3.0 0.8 1.4 0.38
C 4.22951 3.73290 0.41886 -2.2 0.3 -1.5 -0.46
C 2.63325 3.43094 0.36234 1.8 -0.3 0.2 1.50
C 2.00646 4.82187 0.38984 0.0 -0.2 -0.3 -0.22
O 3.05259 5.76434 -0.07206 -1.4 -0.7 0.2 -0.36
H 4.74242 3.31801 -0.44883 0.0 -0.5 0.1 0.20
H 4.81241 3.46747 1.30083 -0.4 0.3 0.1 0.28
H 2.30430 2.97150 -0.56976 0.6 0.0 -0.2 -0.46
H 2.30799 2.71203 1.11431 0.0 0.5 0.4 -0.42
H 1.16656 4.78631 -0.30399 0.3 0.7 -0.2 0.00
H 1.58957 5.13922 1.34566 0.5 0.2 0.1 0.23
O -0.81215 -2.73981 -3.71557 0.2 0.4 -0.7 -0.60
C -1.34579 -1.80339 -4.24177 -1.5 -0.1 1.3 0.46
C -1.65387 -1.49805 -5.69783 1.1 0.2 1.9 -0.54
C -2.06941 -0.02538 -5.60242 -0.7 1.4 -1.0 -0.68
C -2.57001 0.25808 -4.13708 0.0 -3.1 -2.0 -0.18
O -1.99703 -0.89040 -3.43990 0.8 1.1 0.9 -0.11
H -0.68165 -1.77270 -6.10707 -0.3 0.5 -1.0 0.26
H -2.42880 -2.21964 -5.95648 0.0 0.2 -0.4 0.32
H -1.35436 0.71428 -5.96258 0.9 -0.5 0.5 0.09
H -2.85894 0.24235 -6.30461 -0.5 -0.5 0.1 0.50
H -2.42154 1.25543 -3.72314 0.6 -0.4 0.3 0.30
H -3.62562 -0.01354 -4.13551 -0.2 0.7 0.1 0.13
C 2.51647 -0.15515 -4.80177 -1.1 -0.1 -1.0 -0.18
O 1.66571 0.04624 -5.98051 -0.7 -0.1 0.9 -0.49
H 1.92274 -0.01608 -3.89830 -0.3 0.4 -0.1 -0.18
H 2.70413 -1.22882 -4.81273 0.9 0.2 0.0 0.29
H 3.35525 0.53878 -4.74693 0.2 -0.5 -0.2 0.34
H 1.96202 0.57707 -6.72349 0.8 0.1 0.6 0.26
C -1.00093 3.46555 0.87886 0.6 0.8 -0.1 0.46
O -2.04163 4.16640 1.51223 0.4 -0.3 0.4 -0.67
H -1.25091 2.47336 0.50316 -0.3 -0.2 0.0 -0.28
H -0.66387 4.07112 0.03757 0.2 -0.3 -0.3 -0.14
H -0.15646 3.35926 1.55980 -0.1 -0.1 0.2 0.15
H -2.81611 3.98186 0.97582 -0.4 0.2 0.2 0.59
C 0.44808 -5.77203 0.59509 -0.4 1.1 1.2 -0.54
O 0.67346 -6.66055 1.70202 -0.1 -1.2 -0.9 -0.52
H 1.08668 -5.70484 -0.28569 0.9 -0.5 0.5 0.33
H -0.52827 -5.91163 0.13102 -0.2 -0.4 0.6 0.27
H 0.45419 -4.85149 1.17875 -0.2 0.9 -1.1 0.17
H 1.60783 -6.83487 1.83677 0.0 0.1 -0.2 0.29
```
Forces are in eV/Å.

Charge: 0
Energy relative to the best compared isomer or geometry (same formula, charge and spin) in kcal per mole: 115.8

---

Molecular weight for every record listed, in sequence, given in Da: 764.60, 851.94.